Here is a molecular structure, C41H57BBr2N5OP2W at a distorted geometry from the Open Molecules 2025 dataset. Energies are from the ωB97M-V functional and the def2-TZVPD basis.

Output
- LUMO level (spin up / spin down) (eV) = -10.40 / -10.40
- ΔE to the lowest compared entry with this formula, charge and spin (kJ/mol) = 20.0
- largest force on an atom (hartree/bohr) = 0.0233
- total charge = +3
- HOMO energy (spin up / spin down) (hartree) = -0.56713 / -0.56715

```
110
C41H57BBr2N5OP2W | the Open Molecules 2025 dataset | the ωB97M-V functional and the def2-TZVPD basis
W 0.285 0.738 -0.210
C -4.521 1.513 2.358
C -3.074 1.970 2.079
C -3.195 3.035 0.989
C -2.508 2.654 3.330
P -1.958 0.512 1.544
C -3.097 -0.463 0.480
N -2.375 -1.102 -0.586
B -1.023 -0.882 -1.008
N -0.925 -1.552 -2.274
C 0.232 -1.556 -3.130
P 1.629 -1.399 -1.975
C 3.154 -1.179 -3.104
C 4.287 -0.476 -2.354
C 2.844 -0.360 -4.373
C 3.640 -2.542 -3.621
C 1.791 -3.070 -1.107
C 0.736 -3.194 -0.006
C 1.581 -4.271 -2.038
C 3.157 -3.121 -0.406
C -2.126 -2.189 -2.556
C -2.515 -2.958 -3.653
C -3.802 -3.454 -3.656
C -4.696 -3.181 -2.607
C -4.323 -2.409 -1.526
C -3.019 -1.916 -1.511
C -1.700 -0.599 3.061
C -2.969 -0.917 3.865
C -1.171 -1.935 2.536
C -0.694 0.014 4.040
H -5.060 2.397 2.705
H -4.625 0.763 3.125
H -5.037 1.175 1.460
H -3.980 3.729 1.294
H -3.482 2.632 0.016
H -2.284 3.618 0.907
H -3.085 3.564 3.506
H -1.465 2.954 3.207
H -2.602 2.044 4.224
H -3.860 0.202 0.066
H -3.620 -1.190 1.106
H 0.234 -0.685 -3.790
H 0.272 -2.453 -3.749
H 4.606 -1.008 -1.456
H 4.004 0.539 -2.088
H 5.149 -0.410 -3.020
H 2.619 0.678 -4.175
H 2.049 -0.796 -4.977
H 3.746 -0.381 -4.986
H 3.997 -3.216 -2.847
H 4.484 -2.337 -4.281
H 2.884 -3.050 -4.220
H -0.273 -3.339 -0.392
H 0.755 -2.318 0.630
H 0.978 -4.063 0.610
H 0.565 -4.291 -2.436
H 1.699 -5.175 -1.435
H 2.282 -4.339 -2.863
H 3.286 -2.276 0.277
H 4.004 -3.137 -1.089
H 3.203 -4.034 0.190
H -1.839 -3.161 -4.473
H -4.137 -4.063 -4.483
H -5.698 -3.586 -2.655
H -5.019 -2.200 -0.724
H -3.786 -1.301 3.257
H -3.323 -0.077 4.456
H -2.703 -1.710 4.567
H -1.920 -2.494 1.975
H -0.872 -2.557 3.382
H -0.312 -1.794 1.888
H -1.033 0.961 4.456
H 0.283 0.173 3.601
H -0.574 -0.677 4.878
O 5.444 0.422 1.801
C 4.163 0.192 1.602
C 3.406 -0.687 2.433
C 2.073 -0.865 2.226
N 1.483 -0.179 1.208
C 2.214 0.559 0.399
Br 1.376 1.789 -2.216
C 3.550 0.825 0.521
H 5.806 -0.035 2.572
H 3.894 -1.222 3.239
H 1.479 -1.537 2.825
H 4.091 1.490 -0.135
Br 4.992 4.122 4.303
C 3.541 3.751 3.177
C 2.508 2.938 3.633
C 1.449 2.636 2.794
C 1.425 3.162 1.511
C 2.445 3.990 1.055
C 3.506 4.286 1.895
N 0.367 2.795 0.605
C -0.218 3.721 -0.053
C -1.153 3.347 -1.095
C -1.851 4.290 -1.815
C -2.763 3.860 -2.773
C -2.921 2.501 -2.957
C -2.168 1.610 -2.202
N -1.295 2.010 -1.270
H 2.530 2.555 4.644
H 0.635 2.016 3.146
H 2.437 4.369 0.040
H 4.311 4.923 1.552
H -0.025 4.768 0.163
H -1.687 5.343 -1.629
H -3.328 4.574 -3.358
H -3.607 2.107 -3.693
H -2.267 0.550 -2.374
```

***

Here is a molecular structure, C46H37Br2N2OPdSSbSi from the Open Molecules 2025 dataset. Energies are from the ωB97M-V functional and the def2-TZVPD basis.

Output
- LUMO level (eV) = 3.76
- ΔE to the lowest compared entry with this formula, charge and spin (kJ/mol) = 82.0
- largest force on an atom (hartree/bohr) = 0.0080
- total charge = -2
- HOMO energy (hartree) = -0.00428

```
92
C46H37Br2N2OPdSSbSi | the Open Molecules 2025 dataset | the ωB97M-V functional and the def2-TZVPD basis
Pd -0.481 0.465 0.566
C -1.751 0.457 3.770
C -0.287 0.396 4.079
C 0.190 0.316 5.408
C 1.533 0.314 5.641
C 2.434 0.381 4.557
C 3.842 0.485 4.674
Br 4.683 0.439 6.387
C 4.619 0.652 3.567
C 4.048 0.645 2.287
Br 5.195 1.022 0.820
C 2.690 0.419 2.050
O 2.164 0.294 0.896
C 1.869 0.385 3.260
N 0.537 0.412 3.063
H -2.334 0.761 4.643
H -2.109 -0.519 3.432
H -1.913 1.156 2.948
H -0.516 0.279 6.229
H 1.921 0.281 6.651
H 5.689 0.780 3.662
C -5.147 -2.760 1.990
C -5.136 -1.424 2.370
C -4.381 -0.501 1.656
C -3.614 -0.874 0.549
C -3.649 -2.223 0.185
C -4.399 -3.156 0.889
Si -2.514 0.378 -0.402
C -3.644 1.898 -0.515
C -4.443 2.121 -1.637
C -5.284 3.223 -1.726
C -5.347 4.132 -0.680
C -4.560 3.931 0.446
C -3.718 2.830 0.524
H -5.732 -3.484 2.545
H -5.718 -1.099 3.225
H -4.396 0.538 1.966
H -3.067 -2.551 -0.669
H -4.394 -4.196 0.581
H -2.575 -0.205 -1.791
H -4.390 1.426 -2.469
H -5.875 3.382 -2.622
H -5.988 5.004 -0.751
H -4.578 4.653 1.255
H -3.047 2.727 1.368
N -0.592 2.404 0.538
C -0.622 3.198 -0.517
C -0.813 2.849 -1.901
C -0.879 3.793 -2.906
C -0.730 5.158 -2.662
C -0.512 5.539 -1.329
C -0.457 4.621 -0.308
H -0.883 1.796 -2.154
H -1.037 3.445 -3.924
H -0.780 5.888 -3.460
H -0.385 6.592 -1.087
H -0.291 4.946 0.714
S -0.216 -1.981 1.054
Sb 1.401 -1.580 -0.490
C 1.091 -3.363 -1.712
C -0.219 -3.765 -1.966
C -0.489 -4.883 -2.743
C 0.556 -5.632 -3.270
C 1.865 -5.252 -3.016
C 2.129 -4.122 -2.247
C 1.462 -0.218 -2.118
C 1.004 -0.644 -3.361
C 1.073 0.210 -4.456
C 1.607 1.480 -4.315
C 2.050 1.909 -3.072
C 1.980 1.068 -1.972
C 3.452 -2.020 -0.169
C 4.370 -1.681 -1.156
C 5.694 -2.084 -1.046
C 6.113 -2.811 0.060
C 5.201 -3.139 1.055
C 3.871 -2.754 0.932
H -1.038 -3.202 -1.531
H -1.516 -5.173 -2.933
H 0.349 -6.510 -3.871
H 2.688 -5.833 -3.416
H 3.160 -3.842 -2.069
H 0.592 -1.636 -3.488
H 0.699 -0.124 -5.418
H 1.638 2.154 -5.163
H 2.408 2.922 -2.943
H 2.288 1.416 -0.998
H 4.057 -1.096 -2.015
H 6.402 -1.810 -1.819
H 7.150 -3.112 0.152
H 5.521 -3.692 1.929
H 3.161 -3.018 1.709
```

***

Here is a molecular structure, C28H20BrClIN5O7SSr from the Open Molecules 2025 dataset. Energies are from the ωB97M-V functional and the def2-TZVPD basis.

Output
- LUMO level (eV) = 3.69
- ΔE to the lowest compared entry with this formula, charge and spin (kJ/mol) = 37.0
- largest force on an atom (hartree/bohr) = 0.0086
- total charge = -2
- HOMO energy (hartree) = -0.08040

```
65
C28H20BrClIN5O7SSr | the Open Molecules 2025 dataset | the ωB97M-V functional and the def2-TZVPD basis
Sr -0.923 -0.126 -0.002
C 1.613 3.319 1.063
C 1.490 1.828 1.048
N 1.470 1.114 -0.012
N 1.595 1.725 -1.241
C 1.241 0.864 -2.195
O 0.827 -0.317 -2.041
C 1.265 1.419 -3.595
C 1.659 2.726 -3.872
C 1.591 3.217 -5.167
C 1.125 2.409 -6.198
C 0.737 1.105 -5.929
C 0.807 0.613 -4.632
C 1.185 1.102 2.322
C 0.968 1.794 3.507
C 0.521 1.100 4.616
C 0.336 -0.271 4.526
C 0.595 -0.877 3.309
N 1.026 -0.223 2.239
H 1.911 3.666 0.077
H 2.334 3.655 1.813
H 0.634 3.739 1.315
H 1.994 3.347 -3.052
H 1.885 4.240 -5.372
H 1.049 2.801 -7.206
H 0.344 0.479 -6.722
H 0.475 -0.389 -4.391
H 1.053 2.871 3.532
H 0.262 1.632 5.521
H -0.074 -0.840 5.349
H 0.429 -1.942 3.180
O -3.857 1.411 1.695
S -2.521 1.166 2.237
O -2.377 1.605 3.629
O -2.176 -0.295 2.103
O -1.491 1.868 1.363
O 3.121 -5.457 1.430
C 2.217 -4.498 1.072
C 2.586 -3.332 0.418
C 1.602 -2.414 0.099
N 0.309 -2.614 0.384
C -0.010 -3.731 1.002
Br -1.845 -3.956 1.400
C 0.886 -4.718 1.380
H 3.996 -5.158 1.166
H 3.621 -3.127 0.170
H 1.832 -1.483 -0.406
H 0.569 -5.614 1.890
Cl -2.823 1.260 -7.088
C -2.620 0.494 -5.519
C -2.663 -0.870 -5.430
C -2.497 -1.520 -4.205
I -2.546 -3.607 -4.120
C -2.282 -0.838 -2.988
O -2.145 -1.378 -1.865
C -2.223 0.629 -3.133
N -1.972 1.303 -1.991
C -1.889 2.610 -2.001
C -2.041 3.353 -3.186
C -2.286 2.697 -4.360
C -2.394 1.288 -4.369
H -2.827 -1.452 -6.328
H -1.696 3.081 -1.042
H -1.948 4.432 -3.164
H -2.389 3.241 -5.290
```

***

Here is a single C19H23NO4 molecule from the Open Molecules 2025 dataset. Energies are from the ωB97M-V functional and the def2-TZVPD basis.

Output
- LUMO level (eV) = 0.67
- ΔE to the lowest compared entry with this formula, charge and spin (kJ/mol) = 38.0
- largest force on an atom (hartree/bohr) = 0.0171
- SMILES = CCCCCOC(=O)c1[nH]c2c(c1C)C(=O)C[C@H](c1ccco1)C2
- total charge = 0
- HOMO energy (hartree) = -0.31179

```
47
C19H23NO4 | the Open Molecules 2025 dataset | the ωB97M-V functional and the def2-TZVPD basis
C 7.933 -0.026 -0.698
C 6.524 -0.600 -0.617
C 5.497 0.470 -0.252
C 4.084 -0.100 -0.176
C 3.071 0.971 0.199
O 1.773 0.380 0.222
C 0.819 1.059 0.869
O 0.998 2.127 1.421
C -0.468 0.387 0.855
N -1.530 0.997 1.490
C -2.624 0.238 1.377
C -2.288 -0.904 0.650
C -0.911 -0.809 0.314
C -0.119 -1.796 -0.461
C -3.258 -1.937 0.338
O -3.023 -2.948 -0.291
C -4.645 -1.667 0.913
C -5.002 -0.184 1.015
C -5.050 0.459 -0.337
C -4.679 0.035 -1.578
C -4.949 1.110 -2.462
C -5.461 2.106 -1.694
O -5.527 1.723 -0.406
C -3.976 0.547 1.902
H 8.225 0.406 0.256
H 7.984 0.753 -1.456
H 8.648 -0.803 -0.957
H 6.498 -1.395 0.132
H 6.256 -1.043 -1.579
H 5.763 0.911 0.712
H 5.526 1.267 -0.999
H 4.045 -0.899 0.568
H 3.801 -0.528 -1.139
H 3.287 1.400 1.184
H 3.074 1.787 -0.533
H -1.437 1.890 1.952
H 0.261 -1.338 -1.373
H 0.741 -2.128 0.118
H -0.742 -2.648 -0.715
H -4.660 -2.109 1.914
H -5.378 -2.201 0.306
H -5.993 -0.081 1.475
H -4.268 -0.917 -1.842
H -4.782 1.130 -3.519
H -5.805 3.093 -1.929
H -4.069 0.192 2.934
H -4.164 1.622 1.896
```

***

Here is a single C4H8N2O6 molecule at a distorted geometry from the Open Molecules 2025 dataset. Energies are from the ωB97M-V functional and the def2-TZVPD basis.

Output
- LUMO level (eV) = -0.35
- ΔE to the lowest compared entry with this formula, charge and spin (kJ/mol) = 42.9
- largest force on an atom (hartree/bohr) = 0.0737
- SMILES = CC(C)([N+](=O)[O-])C(O)(O)[N+](=O)[O-]
- total charge = 0
- HOMO energy (hartree) = -0.42344

```
20
C4H8N2O6 | the Open Molecules 2025 dataset | the ωB97M-V functional and the def2-TZVPD basis
C -1.081 0.250 -1.234
C -0.494 0.052 0.083
C -0.901 1.282 0.970
N -1.131 -1.063 0.834
O -1.880 -1.784 0.229
O -0.735 -1.216 1.987
C 0.960 -0.401 0.025
O 1.018 -1.736 -0.437
O 1.629 -0.324 1.205
N 1.808 0.411 -0.960
O 1.727 1.604 -0.995
O 2.559 -0.248 -1.612
H -0.714 -0.692 -1.753
H -0.730 1.220 -1.845
H -2.142 0.384 -1.158
H -0.062 1.374 1.836
H -0.921 2.194 0.402
H -1.955 1.170 1.318
H 1.968 -1.863 -0.866
H 1.076 -0.616 1.972
```

***

Here is a molecular structure, C5H11NO at a distorted geometry from the Open Molecules 2025 dataset. Energies are from the ωB97M-V functional and the def2-TZVPD basis.

Output
- LUMO level (spin up / spin down) (eV) = -0.19 / 0.56
- ΔE to the lowest compared entry with this formula, charge and spin (kJ/mol) = 607.0
- largest force on an atom (hartree/bohr) = 0.0195
- total charge = 0
- HOMO energy (spin up / spin down) (hartree) = -0.27423 / -0.28031

```
18
C5H11NO | the Open Molecules 2025 dataset | the ωB97M-V functional and the def2-TZVPD basis
C 0.832 -0.920 0.096
C -0.793 0.955 -0.993
C 1.204 -0.224 -1.149
N 1.387 -0.329 1.315
C -0.708 -0.748 0.012
C -1.423 -0.531 1.185
O -0.502 1.993 -0.112
H -0.882 1.748 0.750
H 1.063 -1.991 0.103
H 2.386 -0.508 1.353
H 1.268 0.679 1.289
H -0.405 1.231 -1.968
H -1.867 0.817 -1.153
H 1.886 0.616 -1.117
H 1.021 -0.708 -2.103
H -1.103 -1.347 -0.803
H -0.944 -0.633 2.148
H -2.420 -0.101 1.147
```

***

Here is a single C4H7NO molecule from the Open Molecules 2025 dataset. Energies are from the ωB97M-V functional and the def2-TZVPD basis.

Output
- LUMO level (eV) = 0.61
- ΔE to the lowest compared entry with this formula, charge and spin (kJ/mol) = 491.4
- largest force on an atom (hartree/bohr) = 0.0075
- total charge = 0
- HOMO energy (hartree) = -0.27676

```
13
C4H7NO | the Open Molecules 2025 dataset | the ωB97M-V functional and the def2-TZVPD basis
O 1.943 0.953 -0.001
C 0.892 0.197 -0.546
C 0.458 -1.004 0.336
C -1.520 -0.301 -0.876
N -0.872 -0.354 0.545
C -0.545 0.734 -0.408
H 1.711 1.195 0.905
H 1.157 -0.021 -1.579
H 1.072 -1.155 1.232
H 0.297 -1.933 -0.204
H -2.539 0.069 -0.696
H -1.309 -0.154 1.436
H -0.747 1.774 -0.144
```

***

Here is a molecular structure, C8H21N3O10P2V from the Open Molecules 2025 dataset. Energies are from the ωB97M-V functional and the def2-TZVPD basis.

Output
- LUMO level (spin up / spin down) (eV) = 0.26 / 0.26
- ΔE to the lowest compared entry with this formula, charge and spin (kJ/mol) = 0.0
- ⟨S²⟩ = 0.77
- largest force on an atom (hartree/bohr) = 0.0058
- total charge = 0
- HOMO energy (spin up / spin down) (hartree) = -0.25272 / -0.23180
- multiplicity = 2

```
45
C8H21N3O10P2V | the Open Molecules 2025 dataset | the ωB97M-V functional and the def2-TZVPD basis
V 0.521 -0.495 1.063
O 0.587 3.134 -0.824
P 0.228 1.867 0.060
O 1.224 1.598 1.161
O 0.123 0.627 -0.812
O -1.235 0.034 1.806
P -2.147 1.218 1.512
O -2.356 2.022 2.869
O -1.191 2.275 0.648
O -3.414 1.031 0.805
H 0.029 3.898 -0.637
H -1.588 1.944 3.447
N -0.549 -1.582 -2.416
C -2.032 -1.812 -2.401
C -2.601 -1.124 -1.174
N -4.005 -1.445 -1.005
H -0.185 -1.516 -3.362
H -0.046 -2.370 -1.927
H -0.323 -0.696 -1.917
H -2.203 -2.888 -2.368
H -2.461 -1.420 -3.321
H -2.516 -0.046 -1.297
H -1.962 -1.390 -0.323
H -4.116 -2.347 -0.558
H -4.402 -0.752 -0.378
O 1.139 -1.817 2.738
C 1.214 -2.751 1.935
C 2.078 -3.987 2.040
C 1.861 -4.647 0.677
C 0.988 -3.648 -0.074
O 0.729 -3.731 -1.277
N 0.562 -2.661 0.745
H 1.769 -4.594 2.890
H 3.108 -3.675 2.214
H 1.333 -5.599 0.734
H 2.778 -4.819 0.114
C 4.495 -0.212 -1.045
C 3.098 -0.757 -0.860
O 2.661 -0.601 0.503
H 4.825 -0.366 -2.073
H 5.198 -0.709 -0.377
H 4.520 0.861 -0.843
H 3.061 -1.829 -1.058
H 2.389 -0.256 -1.524
H 2.772 0.335 0.756
```

***

Here is 2 unconnected molecules or ions with the total composition C7H14N2 at a distorted geometry from the Open Molecules 2025 dataset. Energies are from the ωB97M-V functional and the def2-TZVPD basis.

Output
- LUMO level (spin up / spin down) (eV) = 3.76 / 3.60
- ΔE to the lowest compared entry with this formula, charge and spin (kJ/mol) = 151.2
- ⟨S²⟩ = 0.75
- largest force on an atom (hartree/bohr) = 0.0661
- total charge = -1
- HOMO energy (spin up / spin down) (hartree) = 0.04440 / -0.18413
- multiplicity = 2

```
23
C7H14N2 | the Open Molecules 2025 dataset | the ωB97M-V functional and the def2-TZVPD basis
C 2.220 -3.495 0.067
C 1.965 -3.329 1.604
H 1.947 -4.505 -0.247
H 1.486 -2.977 -0.543
H 3.243 -3.135 -0.134
H 2.867 -3.021 2.098
H 1.522 -4.321 1.772
H 1.113 -2.670 1.811
C 0.078 0.995 -1.815
C 1.358 1.984 -1.714
C -0.666 0.978 -0.512
C -0.323 0.947 0.797
C -2.543 1.081 0.571
N -2.073 0.906 -0.627
N -1.460 1.108 1.523
H -0.388 1.536 -2.609
H 0.389 -0.005 -2.137
H 1.471 2.662 -2.556
H 0.716 1.072 1.013
H -3.558 1.361 0.791
H -1.636 0.937 2.499
H 2.322 1.506 -1.521
H 1.204 2.696 -0.887
```